Entry 1:
{"formula": "C16H41GaN5O3S3", "method": "ωB97M-V/def2-TZVPD", "max_force_ha_per_bohr": 0.03399, "orbital_gap_ev": 4.8029, "total_charge": -1, "species": ["Ga", "S", "S", "S", "O", "O", "O", "N", "N", "N", "N", "N", "C", "C", "C", "C", "C", "C", "C", "C", "C", "C", "C", "C", "C", "C", "C", "C", "H", "H", "H", "H", "H", "H", "H", "H", "H", "H", "H", "H", "H", "H", "H", "H", "H", "H", "H", "H", "H", "H", "H", "H", "H", "H", "H", "H", "H", "H", "H", "H", "H", "H", "H", "H", "H", "H", "H", "H", "H"], "xyz": [[-0.143172, 0.501608, 1.686026], [-3.034571, -2.801981, -4.918322], [1.601623, -1.076271, 6.707170], [3.070303, 2.310183, -5.058935], [0.283383, -0.763787, 7.321171], [-1.989670, -2.242976, -4.029009], [3.023591, 3.068666, -3.787571], [-0.162220, -1.035238, 0.505849], [0.348403, 2.725183, -0.298107], [-2.114581, 3.428810, 1.573298], [-4.099752, 2.270581, 2.204943], [-3.028537, 1.688452, 0.162933], [-2.373171, -2.793412, -6.594349], [-3.005098, -4.591245, -4.718538], [-2.378882, -1.514862, -0.366924], [0.935280, -0.088776, 3.383327], [0.966277, 2.070861, 0.907792], [2.588111, 0.617439, -4.682514], [1.343281, 2.758251, -1.402653], [-1.990540, 1.074185, 2.380822], [-0.924649, -0.954004, -0.482611], [4.800839, 1.940912, -5.401199], [-0.548682, -0.386695, -1.860290], [2.864413, -0.336823, 7.761277], [1.364916, -1.487226, 3.229480], [1.606383, -2.643890, 2.981956], [1.992355, -2.782762, 7.121019], [-2.751444, 2.102956, 1.538176], [3.188631, 0.237938, -3.855441], [-1.272874, 3.397059, 2.131628], [0.336973, -0.028858, 4.302883], [-3.676608, -5.049586, -5.445780], [1.740498, -3.637376, 2.629841], [-2.932706, -0.973249, 0.400801], [5.257603, 1.473560, -4.528242], [-1.808675, 1.560900, 3.359109], [2.066524, 3.577066, -1.283564], [5.311125, 2.876602, -5.622762], [-3.878638, 2.356359, 3.191641], [-0.918205, -1.102010, -2.620968], [3.006745, -3.011040, 6.793534], [-3.064884, -3.309629, -7.261254], [2.725573, -0.004589, -5.568148], [-2.606081, 0.193998, 2.611748], [-3.345662, -4.824858, -3.711645], [-3.878091, 1.132919, 0.225922], [-2.267457, -1.757791, -6.911911], [-4.531381, 3.129381, 1.878509], [2.011503, 1.761875, 0.742872], [2.776458, 0.745412, 7.686660], [0.538115, -0.346220, -2.004898], [1.897475, -2.934296, 8.197974], [1.848809, 1.789737, -1.442976], [-1.931599, 3.759084, 0.636270], [1.536852, 0.617680, -4.397635], [-3.319310, 2.493022, -0.390254], [0.773138, 2.868100, -2.334913], [0.255341, 3.701826, -0.035390], [1.820489, 0.550782, 3.523426], [4.867391, 1.277165, -6.264149], [-2.323278, -2.589300, -0.156027], [1.288478, -3.425596, 6.596487], [3.851197, -0.646478, 7.415514], [1.008183, 2.814607, 1.733425], [-2.899828, -1.421725, -1.337665], [2.712480, -0.645325, 8.797213], [-1.988514, -4.961133, -4.855472], [-1.397980, -3.281394, -6.609018], [-1.022003, 0.577230, -2.081552]], "forces_ev_per_angstrom": [[0.68, 0.03, 0.26], [-0.11, 0.04, 0.06], [-0.01, 0.07, -0.31], [-0.10, -0.11, -0.05], [0.10, -0.06, 0.21], [-0.08, -0.22, -0.32], [0.21, 0.08, -0.13], [-0.06, 0.84, 0.14], [1.38, 0.12, 0.02], [-0.20, -0.29, -0.14], [0.25, -0.77, -0.05], [0.03, 0.02, -0.06], [0.08, -0.08, -0.13], [0.04, -0.15, -0.05], [0.27, 0.07, -1.32], [0.40, -0.92, 0.12], [-0.78, -0.09, 0.76], [0.00, -0.10, 0.01], [-1.18, -0.19, 0.16], [0.49, 0.25, -0.33], [-0.44, -0.19, 0.21], [0.13, -0.08, 0.00], [-0.18, -1.08, -0.69], [0.07, -0.07, 0.22], [-0.38, 0.73, -0.16], [0.12, -0.05, 0.15], [0.04, -0.12, 0.20], [-1.40, 0.47, 0.94], [-0.01, 0.07, 0.03], [0.19, 0.03, -0.37], [-0.03, 0.16, -0.22], [-0.02, 0.03, 0.01], [0.05, 0.02, 0.07], [0.17, -0.21, 0.04], [-0.07, 0.02, 0.03], [0.02, -0.14, -0.21], [0.09, -0.28, -0.20], [-0.08, 0.03, 0.01], [-0.37, 0.28, 0.00], [0.11, 0.47, 0.30], [-0.03, 0.03, -0.07], [-0.02, 0.02, 0.02], [-0.01, 0.04, -0.02], [-0.01, 0.20, -0.26], [0.00, 0.10, 0.01], [0.19, -0.18, -0.04], [-0.03, 0.02, 0.09], [0.20, 0.13, 0.17], [-0.24, 0.10, -0.15], [-0.07, -0.02, -0.07], [-0.18, 0.30, 0.42], [-0.03, 0.07, 0.00], [0.05, 0.22, -0.03], [0.49, -0.15, 0.08], [0.02, 0.07, 0.03], [0.21, 0.07, 0.10], [0.43, 0.19, 0.00], [-0.29, -0.07, -0.10], [-0.19, -0.06, -0.08], [-0.03, 0.01, 0.00], [0.02, 0.24, 0.26], [-0.01, 0.11, -0.09], [-0.02, 0.00, -0.05], [0.12, -0.18, -0.21], [-0.06, 0.08, 0.34], [-0.04, -0.01, -0.02], [0.02, 0.07, 0.02], [0.00, 0.01, 0.07], [0.09, -0.05, 0.34]], "lowdin_charge": [0.44, 0.82, 0.80, 0.80, -0.55, -0.54, -0.54, 0.03, -0.19, 0.07, 0.02, 0.08, -0.28, -0.27, -0.07, -0.26, -0.28, -0.27, -0.18, -0.18, -0.52, -0.28, -0.07, -0.27, -0.30, 0.03, -0.27, -0.73, 0.06, 0.05, 0.02, 0.05, -0.01, 0.04, 0.06, 0.05, 0.07, 0.04, 0.04, 0.02, 0.05, 0.05, 0.05, 0.05, 0.05, 0.06, 0.05, 0.04, 0.04, 0.05, 0.05, 0.05, 0.06, 0.05, 0.05, 0.06, 0.06, 0.06, 0.04, 0.05, 0.06, 0.05, 0.05, 0.03, 0.05, 0.05, 0.06, 0.05, 0.07]}



Entry 2:
{"formula": "C46H54AsN2PSSiSr", "method": "ωB97M-V/def2-TZVPD", "de_lowest_ev": 0.000, "max_force_ha_per_bohr": 0.01502, "orbital_gap_ev": 6.1779, "species": ["Sr", "As", "S", "P", "Si", "N", "N", "C", "C", "C", "C", "C", "C", "C", "C", "C", "C", "C", "C", "C", "C", "C", "C", "C", "C", "C", "C", "C", "C", "C", "C", "C", "C", "C", "C", "C", "C", "C", "C", "C", "C", "C", "C", "C", "C", "C", "C", "C", "C", "C", "C", "C", "C", "H", "H", "H", "H", "H", "H", "H", "H", "H", "H", "H", "H", "H", "H", "H", "H", "H", "H", "H", "H", "H", "H", "H", "H", "H", "H", "H", "H", "H", "H", "H", "H", "H", "H", "H", "H", "H", "H", "H", "H", "H", "H", "H", "H", "H", "H", "H", "H", "H", "H", "H", "H", "H", "H"], "xyz": [[0.104826, 0.437477, 0.535194], [-7.485537, -0.246725, 0.046451], [0.810366, -0.580760, 2.992599], [-2.877054, -0.467023, -0.133271], [3.508026, -0.144378, 4.896287], [2.434318, -0.402776, 0.867976], [-0.237689, 2.813132, 0.187396], [-2.756738, -1.398778, -1.699637], [-1.914174, 2.526438, 1.841328], [-8.481008, -1.926293, 0.083173], [-5.680415, -0.985541, -0.252765], [-2.256091, -3.478179, 3.293411], [-1.205782, 3.398380, 0.957047], [-3.275425, 4.270857, 2.746353], [-6.975489, 0.448806, 4.707576], [-1.635342, 4.744450, 1.032403], [0.427183, 2.795053, -2.143043], [-3.014323, 6.621929, 1.924552], [2.571300, 1.381750, 5.436571], [-2.059845, -1.365140, -4.015618], [-1.794657, -2.768005, 1.045535], [3.553979, -0.256665, 3.003084], [-10.508637, -3.078561, 0.710077], [0.666998, 3.456314, -0.774997], [2.820149, -1.701390, 5.676646], [-7.334871, 1.288633, 2.486084], [-7.171861, 1.516206, 3.847570], [-8.795324, -4.249258, -0.490878], [3.621439, -0.313974, 0.256617], [-3.100559, -3.330839, -3.106568], [2.379070, -0.402004, 2.219716], [-7.105585, -1.073171, 2.849946], [4.811615, -0.220238, 0.930197], [-3.442211, -1.610697, 2.351914], [0.607521, 4.969025, -1.002872], [-8.018936, -3.096596, -0.507355], [-10.038323, -4.243687, 0.119087], [-4.623710, 0.089714, -0.056189], [5.292929, 0.035661, 5.467800], [-2.638503, 5.163290, 1.900892], [-6.945008, -0.847486, 4.207693], [-2.169586, -0.742405, -2.779189], [-2.745866, -1.753964, 1.150659], [4.756009, -0.180356, 2.325087], [-3.576985, 1.921167, 3.604455], [-2.524842, -2.659379, -4.178771], [-1.553533, -3.624459, 2.107079], [-3.201155, -2.470026, 3.411870], [-9.737276, -1.928419, 0.686818], [-3.217669, -2.704777, -1.877292], [2.103850, 3.133138, -0.330875], [-2.901681, 2.927127, 2.712289], [-7.296837, -0.004581, 1.976661], [5.747893, -0.162701, 0.394896], [-2.180282, 7.235858, 2.270675], [-1.239919, -2.903240, 0.121679], [-7.488142, 2.128115, 1.817323], [-0.587733, 2.998631, -2.487934], [-3.752832, -2.344375, 4.334730], [1.740924, -1.760545, 5.569309], [1.520072, 1.319991, 5.166421], [-0.803314, -4.397568, 2.010808], [-1.609584, -0.837900, -4.846232], [-7.091811, -2.088505, 2.469384], [-2.434663, -3.150817, -5.138360], [2.647888, 1.507621, 6.518649], [-5.644725, -1.363602, -1.275618], [-1.807886, 0.274650, -2.656693], [-4.175337, -0.822730, 2.473261], [-3.286643, 6.976460, 0.928749], [-4.739512, 0.612996, 0.898158], [-10.115748, -1.024564, 1.152038], [-3.650893, -3.238821, -1.041046], [-6.801362, -1.684354, 4.879574], [-10.641082, -5.141987, 0.134962], [-4.044147, 4.611604, 3.429940], [-2.906970, 1.097537, 3.857947], [-1.189204, 5.503227, 0.421056], [-3.859391, 6.799043, 2.588826], [-7.048392, -3.126648, -0.986627], [-11.479163, -3.065344, 1.189202], [-4.706513, 0.868491, -0.820496], [3.253801, -2.590269, 5.213939], [1.134913, 3.141909, -2.900309], [5.314324, 0.099595, 6.557508], [-3.910925, 2.383893, 4.534189], [-4.467387, 1.496822, 3.129543], [5.907266, -0.819936, 5.182580], [3.071667, -1.722042, 6.739612], [3.593071, -0.317064, -0.828286], [0.816666, 5.525356, -0.090832], [5.679570, -0.080752, 2.880778], [-0.356061, 5.283751, -1.398463], [-1.681384, 1.464026, 1.863064], [0.543138, 1.704006, -2.082364], [2.991998, 2.273527, 4.966931], [-6.850043, 0.623188, 5.768103], [-3.455922, -4.345326, -3.229933], [1.369770, 5.238232, -1.737514], [-2.058472, -4.138569, 4.126797], [2.848853, 3.568127, -1.001987], [-8.422539, -5.153559, -0.954928], [5.764435, 0.940458, 5.081544], [-7.193147, 2.528160, 4.230767], [2.276839, 3.506525, 0.678827], [2.290508, 2.054264, -0.320023], [-5.524518, -1.826365, 0.426697]], "forces_ev_per_angstrom": [[-0.57, 0.27, -0.45], [0.00, 0.04, -0.03], [0.32, -0.12, 0.22], [0.24, -0.10, -0.12], [-0.05, 0.01, -0.03], [0.16, -0.12, 0.14], [-0.09, 0.29, 0.01], [-0.11, -0.08, 0.02], [0.06, -0.03, -0.07], [0.01, 0.02, 0.04], [0.02, -0.04, -0.03], [0.01, 0.01, 0.01], [0.05, -0.14, -0.06], [-0.04, -0.05, 0.03], [-0.01, 0.00, 0.03], [0.00, -0.08, 0.02], [0.00, -0.07, -0.04], [0.00, 0.05, -0.01], [0.09, -0.01, -0.01], [0.00, 0.02, -0.01], [0.03, -0.03, -0.07], [0.02, -0.04, 0.11], [-0.02, 0.01, 0.02], [-0.06, -0.11, 0.07], [0.11, 0.01, -0.02], [0.02, 0.04, 0.02], [-0.02, 0.03, -0.01], [0.02, -0.02, -0.01], [0.09, -0.01, -0.10], [0.02, 0.01, -0.01], [-0.07, -0.07, 0.19], [0.02, -0.01, -0.02], [-0.02, 0.00, 0.01], [0.00, 0.01, -0.04], [-0.03, 0.04, 0.01], [0.01, -0.01, -0.02], [-0.02, -0.02, 0.01], [0.00, 0.15, -0.08], [-0.07, -0.01, -0.01], [0.01, 0.04, -0.02], [0.02, -0.02, 0.02], [-0.02, 0.07, -0.03], [-0.11, 0.08, 0.09], [0.00, 0.00, -0.03], [-0.04, -0.05, 0.04], [0.00, -0.03, -0.02], [0.02, -0.03, 0.03], [-0.01, -0.03, 0.02], [-0.01, 0.01, -0.01], [0.00, 0.01, 0.03], [0.03, -0.01, -0.01], [-0.02, 0.04, -0.01], [-0.04, -0.01, -0.02], [0.01, 0.00, -0.01], [0.01, 0.00, 0.00], [0.00, 0.02, 0.02], [0.00, 0.00, -0.01], [-0.01, 0.01, 0.01], [0.00, 0.01, 0.01], [-0.08, 0.01, -0.02], [-0.06, -0.01, -0.02], [0.01, -0.01, 0.00], [0.01, 0.00, -0.01], [0.00, -0.01, -0.01], [0.00, 0.00, -0.01], [0.00, 0.00, 0.03], [0.03, -0.01, -0.01], [0.00, -0.01, 0.01], [0.00, 0.00, -0.01], [0.00, -0.01, -0.01], [0.02, -0.01, 0.02], [0.01, 0.00, 0.00], [-0.04, 0.00, 0.01], [0.00, -0.01, 0.01], [0.00, -0.01, 0.00], [-0.01, 0.00, 0.02], [0.02, -0.01, -0.01], [0.06, 0.10, -0.09], [-0.01, 0.01, 0.01], [0.00, 0.01, 0.00], [-0.01, 0.00, 0.00], [-0.02, -0.01, 0.02], [0.02, -0.02, 0.00], [0.01, 0.03, 0.00], [-0.01, 0.00, 0.03], [0.01, 0.01, 0.01], [0.02, 0.02, -0.01], [0.02, -0.03, -0.02], [0.00, 0.00, 0.02], [0.03, 0.00, 0.00], [0.01, 0.00, 0.04], [0.04, 0.01, 0.03], [-0.04, 0.01, -0.02], [0.00, 0.02, 0.14], [0.00, -0.01, 0.02], [0.00, 0.02, 0.00], [0.01, 0.00, 0.01], [-0.01, -0.01, -0.01], [0.00, 0.00, 0.00], [0.00, -0.02, 0.01], [0.00, 0.02, -0.02], [0.00, -0.01, 0.00], [0.02, 0.03, -0.03], [0.00, 0.01, 0.00], [0.00, 0.03, 0.01], [-0.02, -0.03, 0.02], [-0.01, -0.01, 0.02]], "lowdin_charge": [1.19, 1.30, 0.48, 1.01, 0.50, -0.15, -0.15, -0.38, -0.06, -0.43, -0.45, -0.08, -0.29, -0.05, -0.09, -0.01, -0.07, -0.06, -0.18, -0.08, -0.13, -0.25, -0.09, -0.65, -0.19, -0.13, -0.10, -0.09, -0.18, -0.07, -0.77, -0.12, -0.07, -0.10, -0.07, -0.11, -0.09, -0.41, -0.19, -0.29, -0.09, -0.11, -0.40, -0.08, -0.05, -0.08, -0.08, -0.06, -0.13, -0.10, -0.06, -0.29, -0.42, 0.10, 0.08, 0.11, 0.09, 0.08, 0.11, 0.00, 0.00, 0.11, 0.11, 0.11, 0.10, 0.03, 0.06, 0.09, 0.08, 0.08, 0.05, 0.10, 0.11, 0.10, 0.10, 0.10, 0.08, 0.07, 0.07, 0.08, 0.10, 0.09, 0.03, 0.08, 0.03, 0.08, 0.05, 0.03, 0.03, 0.11, 0.08, 0.09, 0.08, 0.02, 0.05, 0.03, 0.10, 0.11, 0.08, 0.11, 0.08, 0.10, 0.03, 0.11, 0.09, 0.04, 0.06]}